Formula: C9H6N4
Source: the Open Molecules 2025 dataset
Level of theory: ωB97M-V/def2-TZVPD

Geometry as ORCA input:
```
! wB97M-V def2-TZVPD RIJCOSX def2/J DEFGRID3
* xyz 0 1
N 4.119 1.729 -0.329
C 3.130 2.020 -0.072
C 1.669 2.250 0.431
C 1.043 3.324 -0.488
N 0.565 4.103 -1.153
C 0.740 1.100 0.495
N -0.189 0.804 -0.291
C -0.860 -0.441 -0.212
C -0.084 -1.670 -0.426
C -0.906 -2.769 -0.322
C -2.153 -2.728 0.010
N -2.834 -1.615 0.166
C -2.220 -0.466 0.081
H 1.776 2.627 1.355
H 1.023 0.093 1.149
H 0.997 -1.758 -0.220
H -0.270 -3.877 -0.607
H -2.768 -3.422 0.229
H -2.777 0.696 0.204
*
```

Results
Orbital gap   9.54 eV
E_HOMO   -9.70 eV
SMILES string   N#CC(C#N)/C=N/c1cccnc1
Relative energy (zero: lowest compared OMol25 entry of this formula, charge and spin)   142.6 kcal per mole
Total energy   -15384.755 eV


Formula: C9H7AlN3O5
Source: the Open Molecules 2025 dataset
Level of theory: ωB97M-V/def2-TZVPD

Geometry as ORCA input:
```
! wB97M-V def2-TZVPD RIJCOSX def2/J DEFGRID3
* xyz 3 1
O 0.370 -2.963 -2.109
C 0.370 -1.814 -2.094
Al 0.370 -0.004 -2.071
O -2.348 -0.002 -5.323
C -1.607 -0.013 -4.441
C 2.151 -0.001 -2.386
O 3.285 0.001 -2.587
C 0.371 1.807 -2.048
O 0.371 2.955 -2.033
C -2.260 1.300 2.426
N -1.123 0.573 1.848
C -0.244 -0.047 2.676
C 0.841 -0.723 2.159
C 1.048 -0.763 0.780
N 0.159 -0.124 -0.077
C -0.938 0.533 0.478
O -1.748 1.097 -0.244
N 2.197 -1.483 0.338
H -3.212 0.866 2.056
H -2.204 2.371 2.136
H -2.264 1.249 3.537
H -0.375 -0.023 3.751
H 1.529 -1.214 2.838
H 2.824 -1.925 1.027
H 2.435 -1.655 -0.638
*
```

Results
Orbital gap   4.80 eV
E_HOMO   -19.92 eV
Total energy   -30717.442 eV


Formula: C9H7BrN4O
Source: the Open Molecules 2025 dataset
Level of theory: ωB97M-V/def2-TZVPD

Geometry as ORCA input:
```
! wB97M-V def2-TZVPD RIJCOSX def2/J DEFGRID3
* xyz 0 1
C -0.154 -2.245 3.530
C -0.088 -1.444 2.641
C -0.120 -0.298 0.561
C 0.506 0.809 -0.156
C 1.767 2.637 1.092
C -1.163 -0.974 -0.221
C -0.294 -0.209 -2.167
C -2.290 -1.569 0.554
C 1.275 1.683 -2.321
N 1.220 1.736 0.459
N -1.249 -0.864 -1.471
N 0.253 -0.500 1.782
N 0.397 0.876 -1.525
O -0.038 -0.409 -3.303
Br 3.542 2.907 1.274
H -0.213 -2.637 4.482
H -2.039 -2.472 1.166
H -3.052 -1.792 -0.182
H -2.604 -0.779 1.282
H 2.242 1.645 -1.824
H 1.302 1.170 -3.268
H 0.798 2.728 -2.386
*
```

Results
Orbital gap (spin up / spin down)   5.73 / 6.47 eV
E_HOMO (spin up / spin down)   -7.57 / -8.17 eV
Relative energy (zero: lowest compared OMol25 entry of this formula, charge and spin)   0.0 kcal per mole
Total energy   -87491.473 eV


Formula: C9H7Cl2N3
Source: the Open Molecules 2025 dataset
Level of theory: ωB97M-V/def2-TZVPD

Geometry as ORCA input:
```
! wB97M-V def2-TZVPD RIJCOSX def2/J DEFGRID3
* xyz 0 1
C -3.555 0.866 -0.127
C 2.558 1.484 -0.361
C 1.665 1.296 -1.360
C 2.474 0.804 0.870
C 0.634 0.447 -1.228
C 1.396 -0.105 0.967
C 0.525 -0.330 -0.137
C -2.363 0.751 0.604
C -1.755 -0.959 -0.155
N -4.459 0.729 -0.829
N -0.230 -2.629 0.626
N -0.517 -1.309 0.062
Cl -1.230 1.882 0.840
Cl -2.998 -2.135 -0.363
H 3.283 2.256 -0.407
H 1.670 1.880 -2.245
H 3.219 1.046 1.610
H -0.040 0.241 -2.138
H 1.190 -0.560 1.899
H -1.066 -3.140 0.205
H -0.401 -2.516 1.668
*
```

Results
Orbital gap (spin up / spin down)   6.85 / 6.85 eV
E_HOMO (spin up / spin down)   -7.66 / -7.66 eV
Relative energy (zero: lowest compared OMol25 entry of this formula, charge and spin)   34.0 kcal per mole
Total energy   -38955.562 eV


Formula: C9H7F6N5O4S3Ta
Source: the Open Molecules 2025 dataset
Level of theory: ωB97M-V/def2-TZVPD

Geometry as ORCA input:
```
! wB97M-V def2-TZVPD RIJCOSX def2/J DEFGRID3
* xyz 3 1
Ta 10.505 10.498 4.969
N 6.028 9.231 6.015
C 7.282 9.643 5.555
S 8.420 8.507 5.640
N 7.432 10.917 5.009
N 8.744 11.449 4.875
C 8.763 12.793 4.555
C 9.993 13.443 4.263
C 10.262 14.844 4.344
C 11.572 15.256 4.213
C 12.600 14.324 3.871
C 12.270 13.006 3.784
N 10.991 12.543 3.937
H 5.877 8.258 6.214
H 5.211 9.818 5.836
H 7.768 13.226 4.721
H 9.464 15.511 4.701
H 11.808 16.293 4.425
H 13.645 14.622 3.741
H 13.012 12.197 3.600
F 13.853 10.665 8.273
C 13.095 9.829 7.601
F 13.262 8.566 7.930
F 11.789 10.183 7.806
S 13.571 10.069 5.638
O 12.275 10.984 5.472
O 14.702 10.978 5.495
N 13.431 8.977 4.433
S 11.907 8.295 4.186
O 11.190 8.578 5.536
O 10.793 9.499 3.351
C 11.006 5.999 3.682
F 9.637 5.911 3.592
F 11.572 5.499 2.539
F 11.423 5.241 4.776
*
```

Results
Orbital gap (spin up / spin down)   2.98 / 2.84 eV
E_HOMO (spin up / spin down)   -18.18 / -17.97 eV
Total energy   -75410.932 eV


Formula: C9H7FN2OS2
Source: the Open Molecules 2025 dataset
Level of theory: ωB97M-V/def2-TZVPD

Geometry as ORCA input:
```
! wB97M-V def2-TZVPD RIJCOSX def2/J DEFGRID3
* xyz 0 1
C 3.413 1.182 0.356
C 2.137 1.040 0.783
C 4.136 0.093 -0.078
C 2.474 -1.360 0.312
C 1.657 -0.269 0.719
C -1.666 -1.481 0.183
C -2.263 -0.147 0.646
C 0.203 -0.476 0.650
C -3.597 0.426 -1.521
N 3.720 -1.182 -0.012
N -0.369 -1.535 0.223
O -4.119 1.673 0.828
F -2.410 -2.338 -0.544
S -0.969 0.755 1.273
S -3.932 0.329 0.304
H 3.725 2.192 0.371
H 1.581 1.908 1.078
H 5.038 0.385 -0.455
H 2.009 -2.414 0.299
H -3.006 1.256 -1.636
H -4.615 0.533 -1.963
H -3.148 -0.571 -1.815
*
```

Results
Orbital gap   7.64 eV
E_HOMO   -8.33 eV
Relative energy (zero: lowest compared OMol25 entry of this formula, charge and spin)   0.0 kcal per mole
Total energy   -38859.319 eV


Formula: C9H7FeN3O3
Source: the Open Molecules 2025 dataset
Level of theory: ωB97M-V/def2-TZVPD

Geometry as ORCA input:
```
! wB97M-V def2-TZVPD RIJCOSX def2/J DEFGRID3
* xyz 0 5
O 1.777 -2.384 0.094
C 1.502 -1.301 -0.249
Fe 1.233 0.384 -0.614
C 2.381 0.928 0.597
O 3.262 1.019 1.355
C 2.395 0.340 -1.909
O 3.396 0.144 -2.484
C -0.871 0.152 0.768
C -1.409 -0.636 -0.354
C -0.496 -0.314 -1.530
C -0.383 1.064 -1.855
C -0.266 1.957 -0.778
C -0.384 1.428 0.535
H -0.859 -0.202 1.796
H -1.485 -1.719 -0.148
H -2.454 -0.324 -0.587
H -0.400 -1.093 -2.296
H -0.238 1.391 -2.888
H -0.062 3.019 -0.905
H -0.159 2.055 1.407
N -2.060 -1.403 2.311
N -2.143 -1.964 3.358
N -2.276 -2.541 4.377
*
```

Results
Orbital gap (spin up / spin down)   6.52 / 5.75 eV
<S²>   6.14
E_HOMO (spin up / spin down)   -5.97 / -8.72 eV
Relative energy (zero: lowest compared OMol25 entry of this formula, charge and spin)   3.2 kcal per mole
Total energy   -54438.210 eV


Formula: C9H7MnN2O5
Source: the Open Molecules 2025 dataset
Level of theory: ωB97M-V/def2-TZVPD

Geometry as ORCA input:
```
! wB97M-V def2-TZVPD RIJCOSX def2/J DEFGRID3
* xyz 3 4
O 0.631 -2.016 -4.457
C 0.859 -1.609 -3.403
Mn -0.232 -0.055 -0.195
O -2.056 -0.676 -2.457
C -1.253 -0.478 -1.644
C 1.573 -0.078 0.547
O 2.112 0.249 1.534
C 0.299 1.571 -0.871
O 0.679 2.608 -1.277
C -0.327 -1.714 0.585
O -0.333 -2.800 1.015
H 1.846 -0.538 -0.447
C -3.043 0.930 4.363
N -2.543 1.091 3.013
C -2.987 1.989 2.076
C -2.249 1.783 0.939
N -1.376 0.732 1.167
C -1.580 0.353 2.444
H -2.907 1.849 4.932
H -4.102 0.674 4.350
H -2.468 0.124 4.809
H -3.776 2.666 2.287
H -2.300 2.300 -0.003
H -1.106 -0.405 2.989
*
```

Results
Orbital gap (spin up / spin down)   8.29 / 6.34 eV
<S²>   3.83
E_HOMO (spin up / spin down)   -22.36 / -22.57 eV
Relative energy (zero: lowest compared OMol25 entry of this formula, charge and spin)   11.2 kcal per mole
Total energy   -53946.455 eV


Formula: C9H7N2O5SW
Source: the Open Molecules 2025 dataset
Level of theory: ωB97M-V/def2-TZVPD

Geometry as ORCA input:
```
! wB97M-V def2-TZVPD RIJCOSX def2/J DEFGRID3
* xyz 3 3
O -1.784 1.924 -2.632
C -1.080 1.285 -1.964
W 0.087 0.224 -0.614
O 2.190 1.229 -2.803
C 1.453 0.858 -1.976
C 1.441 -0.298 0.818
O 2.206 -0.624 1.637
C -1.811 -0.361 0.498
O -1.754 -0.955 1.564
C -0.271 1.820 0.634
O -0.450 2.740 1.322
H -2.819 -0.115 0.059
C 0.227 -3.784 1.228
N 1.346 -3.575 0.310
C 2.629 -4.085 0.474
C 3.388 -3.619 -0.552
N 2.554 -2.819 -1.328
C 1.293 -2.834 -0.819
S -0.109 -2.078 -1.468
H 0.104 -2.924 1.895
H -0.691 -3.934 0.656
H 0.445 -4.682 1.810
H 2.860 -4.741 1.299
H 4.428 -3.763 -0.773
H 2.807 -2.298 -2.166
*
```

Results
Orbital gap (spin up / spin down)   4.99 / 6.30 eV
<S²>   2.49
E_HOMO (spin up / spin down)   -20.54 / -21.06 eV
Relative energy (zero: lowest compared OMol25 entry of this formula, charge and spin)   0.0 kcal per mole
Total energy   -35290.453 eV


Formula: C9H7N3O2
Source: the Open Molecules 2025 dataset
Level of theory: ωB97M-V/def2-TZVPD

Geometry as ORCA input:
```
! wB97M-V def2-TZVPD RIJCOSX def2/J DEFGRID3
* xyz 0 1
C 0.819 -1.013 -2.929
C -0.115 -0.037 -2.784
C 1.181 -1.754 -1.829
C -0.829 0.123 -1.622
C 0.518 -1.557 -0.615
C -0.525 -0.683 -0.556
C 0.663 -2.200 0.709
C -1.073 -0.592 0.835
C 0.194 1.390 3.516
N 0.743 0.296 3.292
N -0.335 -1.565 1.583
N -0.682 -2.015 2.687
O 1.462 -3.014 1.066
O -1.996 0.042 1.254
H 1.314 -0.971 -3.845
H -0.352 0.430 -3.714
H 1.973 -2.473 -1.814
H -1.591 0.830 -1.474
H -0.601 1.413 4.109
H 0.762 2.223 3.059
H 0.298 -0.468 3.724
*
```

Results
Orbital gap (spin up / spin down)   7.65 / 7.67 eV
E_HOMO (spin up / spin down)   -8.75 / -8.79 eV
Relative energy (zero: lowest compared OMol25 entry of this formula, charge and spin)   47.4 kcal per mole
Total energy   -18007.560 eV


Formula: C9H7NO
Source: the Open Molecules 2025 dataset
Level of theory: ωB97M-V/def2-TZVPD

Geometry as ORCA input:
```
! wB97M-V def2-TZVPD RIJCOSX def2/J DEFGRID3
* xyz 0 1
C 3.077 0.051 -0.071
C 2.433 -1.109 0.271
C 1.018 -1.109 0.241
C 0.367 -0.043 -0.146
C -1.160 0.069 -0.066
C -1.972 0.978 0.426
C -3.268 0.534 0.233
C -3.148 -0.600 -0.432
O -1.879 -0.937 -0.576
N 0.986 1.133 -0.375
C 2.271 1.099 -0.407
H 4.367 -0.007 -0.243
H 2.962 -1.873 0.481
H 0.539 -2.036 0.571
H -1.710 1.958 0.796
H -4.256 1.146 0.664
H -3.707 -1.341 -0.754
H 3.077 2.086 -0.613
*
```

Results
Orbital gap   9.40 eV
E_HOMO   -8.62 eV
SMILES string   c1ccc(-c2ccco2)nc1
Relative energy (zero: lowest compared OMol25 entry of this formula, charge and spin)   86.3 kcal per mole
Total energy   -12980.427 eV


Formula: C9H7NO3
Source: the Open Molecules 2025 dataset
Level of theory: ωB97M-V/def2-TZVPD

Geometry as ORCA input:
```
! wB97M-V def2-TZVPD RIJCOSX def2/J DEFGRID3
* xyz 0 1
C -2.261 0.998 -0.190
C 2.448 0.437 1.584
C 1.166 0.171 2.029
C 2.581 0.913 0.271
C 0.083 0.239 1.177
C 1.540 0.891 -0.617
C 0.208 0.642 -0.144
C -2.186 -2.940 -0.948
C -1.007 0.859 -0.868
N -3.191 1.176 0.430
O -1.441 -2.109 -1.350
O -0.168 1.257 -3.034
O -1.130 1.178 -2.145
H 3.274 0.422 2.268
H 0.859 -0.140 2.999
H 3.495 1.229 -0.184
H -0.895 0.171 1.712
H 1.721 1.274 -1.644
H -3.186 -2.719 -0.588
H -1.912 -3.950 -0.757
*
```

Results
Orbital gap (spin up / spin down)   7.36 / 8.21 eV
E_HOMO (spin up / spin down)   -8.63 / -9.70 eV
Relative energy (zero: lowest compared OMol25 entry of this formula, charge and spin)   150.0 kcal per mole
Total energy   -17072.539 eV